No. 1
{
  "formula": "C10H37N2Si4Ti",
  "method": "ωB97M-V/def2-TZVPD",
  "s2": 2.02,
  "homo_lumo_gap_ev": [2.853, 5.309],
  "charge": -1,
  "lumo_ev": [2.720, 2.781],
  "multiplicity": 3,
  "e_tot_ev": -68574.81727,
  "elements": ["C", "Ti", "N", "N", "H", "H", "H", "H", "H", "H", "H", "H", "H", "H", "C", "Si", "C", "C", "Si", "Si", "C", "C", "C", "Si", "C", "C", "C", "H", "H", "H", "H", "H", "H", "H", "H", "H", "H", "H", "H", "H", "H", "H", "H", "H", "H", "H", "H", "H", "H", "H", "H", "H", "H", "H"],
  "coordinates": [[-1.7954, 0.2304, -0.9884], [-0.2412, -0.4221, 0.2000], [1.8193, 0.1534, 0.7815], [0.1690, -2.0490, -1.3540], [2.2824, -0.6189, 1.2251], [0.0271, 1.0383, 0.9537], [-2.3574, 1.1030, -0.5854], [-2.2873, -0.7302, -0.9382], [-1.1117, 0.3456, -1.8829], [0.4902, -2.9050, -0.9060], [0.9195, -1.7601, -1.9917], [-0.6126, -2.2855, -1.9175], [2.3552, 0.5484, 0.0079], [1.7347, 0.9187, 1.5085], [1.2793, -0.2555, 4.4226], [-0.2684, 0.8016, 4.1607], [-1.3360, 0.6473, 5.7100], [0.1775, 2.5747, 3.8144], [-1.3486, 0.2105, 2.1880], [-1.2886, -2.1779, 1.9873], [-1.9624, -2.5952, 3.7219], [-2.5167, -3.0561, 0.8475], [0.4040, -3.0963, 1.9798], [-3.6074, 0.8780, 2.2966], [-4.4358, 0.7347, 3.9909], [-3.4711, 2.6955, 1.7768], [-4.6722, -0.0437, 1.0355], [1.5106, -0.2209, 5.4967], [2.1425, 0.1510, 3.8848], [1.1505, -1.3053, 4.1466], [-0.6702, 0.7585, 6.5756], [-2.0896, 1.4378, 5.7565], [-1.8373, -0.3212, 5.7901], [0.6423, 2.7326, 2.8162], [-0.7118, 3.2447, 3.8762], [0.9092, 2.9138, 4.5886], [-2.9632, -2.1647, 3.9120], [-2.0563, -3.6981, 3.7993], [-1.2990, -2.2712, 4.5468], [-2.2654, -3.0551, -0.2266], [-2.5681, -4.1231, 1.1521], [-3.5332, -2.6359, 0.9407], [0.9527, -3.0946, 1.0403], [1.0437, -2.7080, 2.7683], [0.1801, -4.1329, 2.2110], [-4.1705, 1.5748, 4.6397], [-5.5311, 0.7540, 3.8601], [-4.1803, -0.1987, 4.5043], [-3.3155, 2.7864, 0.7033], [-4.4118, 3.2063, 2.0329], [-2.6539, 3.2043, 2.2928], [-4.2042, -0.1362, 0.0468], [-4.9413, -1.0513, 1.3841], [-5.6139, 0.5157, 0.8965]]
}

***

No. 2
{
  "formula": "C10H38O10",
  "method": "ωB97M-V/def2-TZVPD",
  "homo_lumo_gap_ev": 3.127,
  "de_lowest_kcal_mol": 25.2,
  "charge": -2,
  "lumo_ev": 4.202,
  "multiplicity": 1,
  "e_tot_ev": -31452.79418,
  "elements": ["C", "O", "H", "H", "H", "C", "O", "H", "H", "H", "C", "O", "H", "H", "H", "H", "C", "O", "H", "H", "H", "H", "C", "O", "H", "H", "H", "H", "C", "O", "H", "H", "H", "H", "C", "O", "H", "H", "H", "H", "C", "O", "H", "H", "H", "H", "C", "O", "H", "H", "H", "H", "C", "O", "H", "H", "H", "H"],
  "coordinates": [[1.1297, 0.0099, 4.5125], [2.4383, -0.3565, 4.2283], [0.5324, 0.5613, 3.7864], [0.5198, -0.8616, 4.7504], [1.0372, 0.4925, 5.4855], [0.0988, -0.5318, 0.5096], [0.9022, -1.7142, 0.4682], [-0.3872, -0.4092, 1.4776], [0.6250, 0.4024, 0.3130], [-0.6692, -0.5356, -0.2637], [-2.1119, -3.6175, 1.6588], [-0.8210, -3.4104, 2.2179], [-2.2231, -2.9493, 0.8049], [-2.1005, -4.6110, 1.2104], [-2.9560, -3.5514, 2.3451], [-0.3886, -2.7780, 1.6394], [-0.9243, -2.5503, -2.5182], [-0.7124, -3.2632, -1.3190], [-0.0298, -2.2552, -3.0668], [-1.4498, -3.1516, -3.2601], [-1.6249, -1.7205, -2.4240], [-0.1533, -2.7496, -0.7313], [-3.7452, 0.5561, 1.8141], [-4.3899, 1.5690, 1.0898], [-3.6894, -0.3717, 1.2447], [-2.6990, 0.8463, 1.9116], [-4.1775, 0.4611, 2.8102], [-4.0340, 1.5386, 0.1987], [-0.1064, 3.2651, 1.4221], [0.1209, 4.0370, 0.2491], [-0.4024, 3.9061, 2.2525], [-0.9379, 2.5669, 1.3261], [0.8020, 2.7624, 1.7542], [0.8025, 4.6977, 0.3925], [-2.9639, 0.6717, -2.1000], [-3.6131, 1.7714, -1.5719], [-3.0861, 0.6925, -3.1830], [-1.9001, 0.5229, -1.9144], [-3.5552, -0.1989, -1.8164], [-2.9785, 2.4829, -1.6843], [3.7152, 2.0645, 0.7534], [3.8544, 1.0025, 1.5824], [3.2800, 2.8731, 1.3407], [4.7127, 2.2614, 0.3608], [3.1196, 1.8943, -0.1435], [4.6043, 1.0810, 2.1766], [3.5388, -1.6369, -2.1135], [4.3327, -1.2844, -1.0072], [2.4959, -1.3695, -1.9438], [3.9742, -1.1269, -2.9728], [3.6963, -2.7073, -2.2461], [5.1185, -0.7810, -1.2326], [0.5490, 1.0773, -3.0965], [1.0374, 0.8616, -4.3878], [1.3524, 1.5526, -2.5337], [-0.3220, 1.7308, -3.0468], [0.2520, 0.1043, -2.7051], [0.5104, 0.1761, -4.8048]]
}

***

No. 3
{
  "formula": "C10H3Cl3GeN4O6Pt",
  "method": "ωB97M-V/def2-TZVPD",
  "s2": 0.87,
  "homo_lumo_gap_ev": [7.182, 6.217],
  "de_lowest_kcal_mol": 44.3,
  "charge": -1,
  "lumo_ev": [1.169, 0.150],
  "multiplicity": 2,
  "e_tot_ev": -125996.02933,
  "elements": ["Pt", "O", "C", "C", "C", "N", "C", "C", "C", "O", "O", "C", "O", "O", "H", "H", "H", "Cl", "Ge", "Cl", "Cl", "O", "N", "C", "C", "N", "C", "N"],
  "coordinates": [[0.4626, 0.4666, -0.0150], [-4.9665, 3.3383, -0.0601], [-3.7861, 2.6899, -0.1049], [-3.7025, 1.2989, -0.0568], [-2.4646, 0.7044, -0.0977], [-1.3452, 1.4222, -0.2031], [-1.4086, 2.7563, -0.2246], [-2.6093, 3.4281, -0.1786], [-0.0666, 3.4982, -0.2223], [-0.0882, 4.7123, -0.3494], [0.9444, 2.7362, -0.0698], [-2.2873, -0.7958, 0.0705], [-3.2278, -1.5398, -0.1030], [-1.0853, -1.1145, 0.4389], [-5.6834, 2.6995, -0.0016], [-4.5780, 0.6658, 0.0226], [-2.6074, 4.5086, -0.1943], [-0.7882, -3.9010, -1.5463], [0.4474, -2.9584, 0.0224], [2.4648, -3.8919, -0.3870], [-0.1380, -3.9661, 1.8907], [2.2869, -0.4767, 0.2559], [2.3824, 0.3202, -0.7719], [3.4032, 1.1146, -0.9236], [4.5463, 1.1055, -0.0682], [5.4828, 1.1057, 0.5986], [3.4239, 2.0036, -2.0377], [3.5178, 2.7080, -2.9408]]
}

***

No. 4
{
  "formula": "C10H40BCrO10S",
  "method": "ωB97M-V/def2-TZVPD",
  "s2": 6.01,
  "homo_lumo_gap_ev": [8.811, 8.540],
  "de_lowest_kcal_mol": 61.0,
  "charge": 1,
  "lumo_ev": [-2.763, -3.039],
  "multiplicity": 5,
  "e_tot_ev": -71415.34422,
  "elements": ["Cr", "B", "H", "H", "H", "H", "O", "S", "O", "O", "C", "C", "C", "H", "H", "H", "H", "H", "H", "H", "H", "C", "O", "H", "H", "H", "H", "C", "O", "H", "H", "H", "H", "C", "O", "H", "H", "H", "H", "C", "O", "H", "H", "H", "H", "C", "O", "H", "H", "H", "H", "C", "O", "H", "H", "H", "H", "C", "O", "H", "H", "H", "H"],
  "coordinates": [[15.4281, -2.5776, -28.0348], [17.3841, -3.0950, -27.2032], [17.5932, -2.0834, -27.5150], [16.5574, -3.0903, -26.5099], [17.1612, -3.7130, -28.0592], [18.2422, -3.5106, -26.6979], [18.7857, -4.2423, -30.6778], [18.0066, -5.4902, -30.6406], [16.5679, -5.3928, -30.9021], [18.6799, -6.6454, -31.6362], [18.0858, -7.9233, -31.8998], [18.1291, -8.2036, -33.3907], [18.2372, -6.3519, -29.0679], [17.0521, -7.9490, -31.5550], [18.4770, -8.7188, -31.2656], [19.1440, -7.9030, -33.6511], [17.4846, -7.5290, -33.9543], [17.8216, -9.2144, -33.6585], [17.6435, -7.2657, -29.0947], [17.7619, -5.6600, -28.3726], [19.3104, -6.3682, -28.8779], [14.1729, -5.5716, -28.3131], [15.0084, -4.5917, -28.7775], [13.6383, -5.9584, -29.1806], [14.7445, -6.3544, -27.8144], [13.3948, -5.1992, -27.6468], [15.4097, -4.9504, -29.5724], [20.8305, -3.6373, -27.7894], [20.3475, -2.3964, -27.4694], [20.3739, -4.3976, -27.1556], [20.6414, -3.7792, -28.8535], [21.9109, -3.7229, -27.6732], [19.3968, -2.5125, -27.4039], [16.5044, -1.3888, -23.7526], [15.2806, -2.0827, -23.7891], [17.2993, -2.0328, -23.3764], [16.7526, -1.0459, -24.7570], [16.4404, -0.6397, -22.9634], [15.1792, -2.5668, -22.9664], [14.8873, 0.3919, -26.8467], [15.7741, -0.6559, -27.1462], [15.3237, 1.3907, -26.8559], [14.0369, 0.5174, -27.5169], [14.5360, 0.2995, -25.8190], [16.5977, -0.3564, -26.7542], [17.4999, -1.3372, -30.5982], [16.5910, -2.2544, -29.9284], [16.9267, -0.8513, -31.3878], [17.6659, -0.5783, -29.8337], [18.3642, -1.7623, -31.1085], [16.3238, -2.8054, -30.6678], [17.4956, -5.2003, -24.0821], [17.7050, -5.4757, -25.4660], [17.6799, -6.1598, -23.5989], [18.1634, -4.4301, -23.6961], [16.4568, -4.8933, -23.9610], [17.9614, -4.6236, -25.8261], [12.8559, -2.9141, -25.9459], [14.2784, -2.9072, -26.2349], [12.4906, -1.9457, -26.2876], [12.3707, -3.7384, -26.4685], [12.6576, -2.9367, -24.8744], [14.7393, -2.4928, -25.5018]]
}

***

No. 5
{
  "formula": "C10H40F3O14PtS",
  "method": "ωB97M-V/def2-TZVPD",
  "s2": 2.00,
  "homo_lumo_gap_ev": [8.319, 6.439],
  "de_lowest_kcal_mol": 0.0,
  "charge": 1,
  "lumo_ev": [-3.510, -5.390],
  "multiplicity": 3,
  "e_tot_ev": -61909.29032,
  "elements": ["Pt", "C", "F", "F", "F", "S", "O", "O", "O", "O", "H", "H", "O", "H", "H", "O", "H", "H", "O", "H", "H", "O", "H", "H", "O", "H", "H", "O", "H", "H", "O", "H", "H", "C", "C", "C", "O", "H", "H", "H", "H", "H", "H", "H", "H", "C", "C", "C", "O", "H", "H", "H", "H", "H", "H", "H", "H", "C", "C", "C", "O", "H", "H", "H", "H", "H", "H", "H", "H"],
  "coordinates": [[0.3959, 0.6083, 3.6764], [-0.3570, 1.2816, -0.6338], [-0.6043, 2.3003, 0.1872], [-1.4903, 0.6692, -0.9473], [0.1694, 1.8018, -1.6955], [0.8362, -0.0475, 0.1460], [0.8369, 0.1868, 1.6136], [0.2336, -1.3523, -0.1732], [2.2086, 0.0553, -0.3559], [1.2243, 2.4749, 3.5143], [1.9233, 2.9905, 3.1121], [0.4282, 2.9803, 3.3497], [-1.4141, 1.5815, 3.0823], [-2.0641, 2.2540, 3.2859], [-1.8404, 1.0252, 2.4304], [3.8382, -0.3109, 1.5104], [4.3649, -1.0936, 1.3486], [3.4798, -0.0813, 0.6530], [2.3741, -0.3378, 4.0434], [3.0120, -0.2867, 4.7553], [2.8923, -0.5709, 3.2731], [-2.3824, 4.2725, -1.8674], [-1.8062, 3.6838, -1.3799], [-3.2540, 3.8886, -1.7720], [-0.3813, -1.5072, 3.5694], [0.1439, -2.2580, 3.8464], [-0.9414, -1.8500, 2.8729], [1.8475, -2.4753, -1.9271], [1.0145, -2.4232, -1.4584], [2.4951, -2.1486, -1.3025], [-2.8071, -0.0464, 1.2544], [-3.2927, -0.6274, 1.8400], [-2.7857, -0.5117, 0.4182], [2.5342, 5.4059, 0.0751], [2.7051, 3.9903, 0.6865], [3.3671, 3.0534, -0.2445], [3.3525, 4.0089, 1.9632], [2.2640, 5.4279, -0.9806], [3.4225, 6.0314, 0.1635], [1.7890, 6.0099, 0.5928], [1.7262, 3.5451, 0.8643], [2.6882, 2.7484, -1.0408], [3.7674, 2.1619, 0.2383], [4.0778, 3.5418, -0.9112], [4.2772, 4.2553, 1.8862], [-2.9157, -1.1067, -3.3832], [-1.5687, -1.2115, -4.1489], [-1.7645, -1.5480, -5.6465], [-0.8106, -0.0456, -4.1138], [-3.3796, -2.0765, -3.2033], [-3.6054, -0.4611, -3.9269], [-2.7842, -0.6173, -2.4182], [-0.9083, -1.9163, -3.6438], [-2.7330, -1.2503, -6.0484], [-1.7993, -2.6308, -5.7666], [-0.9648, -1.1534, -6.2732], [-1.3917, 0.6624, -4.4010], [-2.9743, -4.3859, 0.8796], [-1.5309, -4.0736, 1.3026], [-0.5026, -4.7270, 0.3342], [-1.4168, -2.6765, 1.3502], [-3.6575, -4.2050, 1.7094], [-3.1263, -5.4196, 0.5692], [-3.3502, -3.8428, 0.0125], [-1.4568, -4.4286, 2.3305], [0.3737, -5.0018, 0.9213], [-0.1957, -4.1425, -0.5331], [-0.8258, -5.7031, -0.0275], [-0.9800, -2.3446, 0.5624]]
}

***

No. 6
{
  "formula": "C10H40N12O10",
  "method": "ωB97M-V/def2-TZVPD",
  "homo_lumo_gap_ev": 8.885,
  "de_lowest_kcal_mol": 0.0,
  "smiles": "NC(N)=O.NC(N)=O.NC(N)=O.NC(N)=O.NC(N)=O.NC(N)=O.CO.CO.CO.CO",
  "charge": 0,
  "lumo_ev": 0.259,
  "multiplicity": 1,
  "e_tot_ev": -49380.69755,
  "elements": ["N", "C", "N", "O", "H", "H", "H", "H", "N", "C", "N", "O", "H", "H", "H", "H", "N", "C", "N", "O", "H", "H", "H", "H", "N", "C", "N", "O", "H", "H", "H", "H", "N", "C", "N", "O", "H", "H", "H", "H", "N", "C", "N", "O", "H", "H", "H", "H", "C", "O", "H", "H", "H", "H", "C", "O", "H", "H", "H", "H", "C", "O", "H", "H", "H", "H", "C", "O", "H", "H", "H", "H"],
  "coordinates": [[-3.4899, 3.1056, -0.1512], [-3.2059, 1.8095, 0.1141], [-4.2444, 0.9687, 0.0358], [-2.0609, 1.3949, 0.3995], [-2.6642, 3.6870, -0.2503], [-4.4395, 3.3885, -0.2803], [-4.0863, -0.0228, 0.0466], [-5.1667, 1.3475, -0.0645], [-1.4614, 0.4919, -4.6311], [-1.6428, 1.3130, -3.5523], [-1.5442, 0.6430, -2.3979], [-1.7244, 2.5465, -3.6455], [-1.5393, 0.9873, -5.5007], [-1.1031, -0.4491, -4.4514], [-1.5283, -0.3616, -2.3456], [-1.6624, 1.1160, -1.5164], [1.4164, -2.6948, -3.0862], [0.6619, -2.4711, -4.1819], [1.3344, -2.7896, -5.3456], [-0.4551, -1.9589, -4.2105], [0.9918, -2.5328, -2.1674], [2.3556, -3.0274, -3.1624], [2.1231, -3.3877, -5.1846], [0.9349, -2.7753, -6.2640], [4.6612, 2.4246, 2.0566], [3.3856, 2.0331, 2.3323], [2.5761, 3.1219, 2.5114], [2.9615, 0.8827, 2.4004], [5.3835, 1.7286, 1.9753], [4.9332, 3.3478, 2.3277], [1.6001, 2.9144, 2.6912], [2.8764, 4.0704, 2.4270], [2.2493, -1.4047, 0.7684], [1.0322, -1.0751, 0.2876], [0.5209, 0.0537, 0.8100], [0.4825, -1.6728, -0.6679], [2.7749, -0.6940, 1.2598], [2.6985, -2.1824, 0.2901], [0.9676, 0.5737, 1.5486], [-0.3945, 0.3424, 0.4976], [-1.4020, -3.3586, 1.0250], [-1.5660, -4.4852, 0.2792], [-0.8713, -4.3657, -0.8801], [-2.2370, -5.4670, 0.5771], [-1.7999, -3.2115, 1.9308], [-0.9662, -2.5889, 0.5348], [-0.3207, -3.5194, -0.9264], [-0.8795, -5.1191, -1.5389], [-1.0985, 0.2712, 4.6217], [-2.3168, -0.4426, 4.8233], [-0.2615, -0.1924, 5.1475], [-0.8900, 0.3178, 3.5504], [-1.2053, 1.3001, 4.9595], [-2.1448, -1.3488, 4.5550], [-1.4563, 3.8516, 2.8527], [-0.5510, 2.8322, 2.4360], [-2.1159, 4.1554, 2.0396], [-2.0043, 3.5410, 3.7417], [-0.8916, 4.7582, 3.0844], [-0.9515, 2.3580, 1.6873], [0.2729, 3.5546, -0.9096], [-0.7500, 4.4236, -0.4686], [1.2938, 3.9411, -0.8764], [0.2933, 2.6346, -0.3153], [0.0131, 3.2141, -1.9126], [-0.4163, 4.9447, 0.2667], [2.8201, -4.6330, -0.3001], [3.7203, -3.5338, -0.3156], [2.9756, -5.2560, 0.5836], [1.8076, -4.2363, -0.2290], [2.7975, -5.2967, -1.1679], [4.5938, -3.8359, -0.5780]]
}